Entry 1:
The ion C5H10NO2 with charge -1. Source: the Open Molecules 2025 dataset; level of theory: ωB97M-V with the def2-TZVPD basis set.

For the energy, the calculation gives -10932.7909 eV. The net charge is -1. Its SMILES is CCCCNC(=O)[O-]. The value obtained for the orbital gap is 7.660 eV. The calculation puts the LUMO energy at 3.75 eV. Its largest force on an atom is 4.74 eV/Å.

CARTESIAN COORDINATES (ANGSTROEM)
1 C 0.65381 0.77427 0.33243
2 N 1.98140 0.32687 0.85843
3 C 2.21729 -1.01938 1.33293
4 O 1.22547 -1.68616 1.35079
5 O 3.40891 -1.30768 1.60364
6 C 0.09710 -0.05895 -0.89425
7 C -1.33398 0.33804 -1.06306
8 C -2.27110 -0.23051 -0.02194
9 H 0.71775 1.75247 -0.02804
10 H -0.12217 0.66713 1.22040
11 H 2.75887 0.91130 0.61845
12 H 0.20561 -1.20705 -0.89764
13 H 0.69468 0.30401 -1.82084
14 H -1.26960 1.46983 -1.30307
15 H -1.80919 0.11414 -2.06554
16 H -2.21618 -1.37085 -0.18041
17 H -3.13807 0.34612 -0.10087
18 H -1.80060 -0.12362 1.05862

---

Entry 2:
A cluster of 8 separate species, H16O7S in total. Source: the Open Molecules 2025 dataset; level of theory: ωB97M-V with the def2-TZVPD basis set.

For the energy, the calculation gives -25427.4437 eV. Its SMILES is O.O.O.O.O.O.O.S. The value obtained for the orbital gap is 9.470 eV. The calculation puts the LUMO energy at 0.10 eV. Its largest force on an atom is 0.89 eV/Å.

CARTESIAN COORDINATES (ANGSTROEM)
1 S 2.78870 1.94756 -2.96149
2 H 2.22090 2.67514 -1.99235
3 H 3.53656 1.28893 -2.06212
4 H 2.58349 -0.34153 1.38440
5 H 1.98345 -1.46343 0.55334
6 O 2.38287 -0.58607 0.47464
7 H -1.53115 -2.53387 -2.31744
8 H -0.09501 -2.10304 -2.59073
9 O -0.89417 -1.83877 -2.11013
10 H -2.81052 1.32371 1.33097
11 H -2.97008 2.78076 1.73833
12 O -3.23284 2.16059 1.04956
13 H -1.07512 2.99421 -1.51705
14 H -0.03685 2.89379 -2.68526
15 O -0.29360 3.39602 -1.90602
16 H -0.51811 -2.32136 1.16664
17 H -0.11439 -2.45618 -0.40501
18 O 0.18555 -2.39531 0.51394
19 H -1.21820 -0.49962 0.53387
20 H -2.70080 -0.53534 0.08289
21 O -2.12415 -0.39885 0.83957
22 H 1.05804 -0.70655 4.04045
23 H 1.56974 -2.07346 3.58251
24 O 1.30568 -1.20733 3.25649

---

Entry 3:
A structure of composition C41H38CoN10O2S. Source: the Open Molecules 2025 dataset; level of theory: ωB97M-V with the def2-TZVPD basis set.

For the energy, the calculation gives -110590.1736 eV. The net charge is +1. The value obtained for the orbital gap is 8.055 eV. The calculation puts the LUMO energy at -2.80 eV. Its largest force on an atom is 0.34 eV/Å.

CARTESIAN COORDINATES (ANGSTROEM)
1 Co -0.66812 -0.51635 0.35490
2 C 1.62978 -1.58305 3.66883
3 C 2.48320 -1.18555 2.49667
4 C 3.75297 -1.74512 2.38337
5 C 4.63362 -1.33771 1.39746
6 C 4.26328 -0.32064 0.53387
7 C 3.00103 0.26174 0.60768
8 C 2.68636 1.42900 -0.28978
9 C 2.08434 -0.21467 1.56028
10 N 0.73144 0.23409 1.53473
11 C 0.26114 0.89355 2.61668
12 O 0.89165 1.38048 3.53892
13 C -1.24602 0.96907 2.59007
14 C -2.05153 1.55760 3.54410
15 C -3.43125 1.48133 3.37493
16 C -3.97310 0.81171 2.28240
17 C -3.10426 0.24049 1.37202
18 N -1.79382 0.35757 1.54506
19 C -3.47927 -0.53937 0.13819
20 O -4.64862 -0.65002 -0.19000
21 N -2.38505 -1.03584 -0.48082
22 C -2.58817 -1.56040 -1.79444
23 C -2.92207 -0.70346 -2.85400
24 C -3.30623 0.73404 -2.63726
25 C -2.97736 -1.22654 -4.14266
26 C -2.75798 -2.57278 -4.38063
27 C -2.54810 -3.42765 -3.31164
28 C -2.48694 -2.94079 -2.00983
29 C -2.46865 -3.90555 -0.85410
30 H 1.83001 -2.61395 3.96353
31 H 0.56563 -1.47558 3.47868
32 H 1.86001 -0.93346 4.51528
33 H 4.05432 -2.50253 3.09723
34 H 5.61702 -1.78319 1.32608
35 H 4.96922 0.05270 -0.19850
36 H 3.61031 1.83808 -0.69838
37 H 2.18361 2.22040 0.26976
38 H 2.05439 1.15294 -1.13507
39 H -1.58738 2.04967 4.38748
40 H -4.08715 1.93789 4.10447
41 H -5.03717 0.71465 2.11786
42 H -2.79940 1.18034 -1.78330
43 H -4.37742 0.79194 -2.43531
44 H -3.09360 1.32927 -3.52570
45 H -3.21775 -0.56513 -4.96667
46 H -2.80268 -2.96248 -5.38906
47 H -2.47137 -4.49518 -3.47994
48 H -2.64949 -4.91858 -1.21021
49 H -3.25121 -3.64831 -0.13886
50 H -1.52597 -3.91374 -0.31401
51 N 0.71121 -1.83378 -0.47098
52 C 0.36926 -2.71414 0.59862
53 N -0.54233 -2.20915 1.35531
54 C -1.01392 -3.12170 2.27981
55 C -2.01172 -2.90820 3.22775
56 C -2.33181 -3.94994 4.07053
57 C -1.66897 -5.18200 3.98526
58 C -0.67419 -5.40061 3.05466
59 C -0.35402 -4.35286 2.19603
60 S 0.84454 -4.32440 0.93005
61 H 1.65115 -1.43972 -0.36063
62 H 0.61084 -2.26867 -1.38397
63 H -2.51351 -1.95004 3.28917
64 H -3.10658 -3.81755 4.81307
65 H -1.94328 -5.97869 4.66300
66 H -0.16467 -6.35238 2.99487
67 C -0.74345 3.06289 0.27869
68 C -0.44181 2.21173 -0.90138
69 N -0.45766 0.88928 -0.96692
70 C -0.14942 0.53387 -2.26394
71 C 0.06778 1.65391 -2.98586
72 N -0.12735 2.70809 -2.12287
73 C 0.14081 4.10344 -2.45638
74 N 1.39567 4.54764 -1.93219
75 N 1.41549 5.28509 -0.78590
76 N 2.61598 5.44487 -0.40438
77 C 3.45142 4.78935 -1.28950
78 C 4.84155 4.65266 -1.28902
79 C 5.39561 3.90697 -2.30318
80 C 4.59553 3.31461 -3.30298
81 C 3.22474 3.44457 -3.31634
82 C 2.67030 4.19811 -2.27886
83 H -0.07976 2.81523 1.10531
84 H -1.77668 2.91632 0.59657
85 H -0.59284 4.11490 0.05671
86 H -0.15825 -0.48562 -2.60149
87 H 0.31065 1.79835 -4.02364
88 H -0.63151 4.74907 -2.04775
89 H 0.13090 4.18328 -3.54198
90 H 5.44296 5.11664 -0.51974
91 H 6.46782 3.77361 -2.34703
92 H 5.07801 2.74488 -4.08618
93 H 2.62530 2.98910 -4.09273

---

Entry 4:
A structure of composition C37H35O3P2STb. Source: the Open Molecules 2025 dataset; level of theory: ωB97M-V with the def2-TZVPD basis set.

For the energy, the calculation gives -96908.2706 eV. The net charge is +2. As for the spin multiplicity: 7. The value obtained for the orbital gap (spin up / spin down) is 4.924 / 4.702 eV. The calculation puts the LUMO energy (spin up / spin down) at -8.50 / -8.58 eV. Its largest force on an atom is 7.74 eV/Å.

CARTESIAN COORDINATES (ANGSTROEM)
1 C -2.48569 1.13990 -2.98894
2 C -1.84138 2.15647 -2.26041
3 C -1.34486 3.35163 -2.80540
4 C -1.65145 3.59193 -4.13254
5 C -2.35820 2.63696 -4.87348
6 C -2.76043 1.41747 -4.32034
7 P -1.68848 1.99385 -0.50708
8 C -0.93269 3.40816 0.28771
9 C 0.41995 3.45650 0.70749
10 C 0.89134 4.66940 1.20239
11 C 0.02366 5.75221 1.33180
12 C -1.32715 5.65926 0.96182
13 C -1.82463 4.47400 0.43443
14 Tb 0.11266 0.14249 0.48177
15 P 1.71030 -2.06660 0.21641
16 C 2.94979 -1.74669 -1.01073
17 C 3.05250 -2.72293 -2.01413
18 C 4.12320 -2.62527 -2.88325
19 C 5.00027 -1.53831 -2.79188
20 C 4.81874 -0.52424 -1.84540
21 C 3.75636 -0.58626 -0.95104
22 C 2.36549 -1.91468 1.88195
23 C 1.51317 -2.07215 3.00024
24 C 2.09388 -2.16191 4.25644
25 C 3.47083 -1.99027 4.41001
26 C 4.28830 -1.72724 3.30664
27 C 3.73711 -1.67429 2.03761
28 C 0.76348 -3.53950 0.02373
29 C -0.63826 -3.59238 -0.13078
30 C -1.16890 -4.85736 -0.35891
31 C -0.33370 -5.97584 -0.38225
32 C 1.05102 -5.87797 -0.18941
33 C 1.62887 -4.64101 0.03377
34 C -3.22530 1.52968 0.28244
35 C -4.36479 1.85615 -0.46734
36 C -5.60530 1.64156 0.11173
37 C -5.69336 1.09564 1.39692
38 C -4.54798 0.74073 2.11894
39 C -3.28355 0.93643 1.56775
40 H 0.43250 -2.18624 2.87056
41 H 1.44864 -2.33167 5.12005
42 H 3.91722 -2.04241 5.39825
43 H 5.36141 -1.58284 3.40154
44 H 4.34040 -1.46398 1.15376
45 H 2.34046 -3.55484 -2.03546
46 H 4.24033 -3.41761 -3.61144
47 H 5.82610 -1.48374 -3.49117
48 H 5.51053 0.31007 -1.77792
49 H 3.59541 0.18209 -0.18150
50 H -1.24579 -2.67900 -0.13148
51 H -2.23980 -4.94984 -0.50995
52 H -0.76058 -6.95827 -0.54321
53 H 1.71108 -6.73240 -0.20748
54 H 2.71111 -4.47583 0.15579
55 H -4.23338 2.27560 -1.46961
56 H -6.47710 1.92120 -0.46937
57 H -6.67645 0.95001 1.83150
58 H -4.62968 0.32080 3.12122
59 H -2.37564 0.66857 2.12987
60 H 1.12518 2.61480 0.57450
61 H 1.93647 4.72828 1.51129
62 H 0.39091 6.68611 1.74766
63 H -2.01604 6.48651 1.06857
64 H -2.87009 4.32298 0.13156
65 H -0.80733 4.06038 -2.16214
66 H -1.32888 4.53302 -4.55653
67 H -2.58652 2.84789 -5.91104
68 H -3.31101 0.68342 -4.89695
69 H -2.74166 0.19393 -2.49595
70 H 0.37417 0.02680 -1.64986
71 H -0.68777 -0.76902 -1.30355
72 C 0.98897 0.72286 4.84631
73 S 0.68201 1.31752 3.27009
74 O -0.11356 2.44904 3.27269
75 O 1.93269 1.15070 2.35728
76 O -0.19303 0.12942 2.71125
77 H 2.02898 0.50009 5.01796
78 H 0.38301 -0.12549 5.17115
79 H 0.73132 1.57546 5.46457

---

Entry 5:
A cluster of 2 separate species, C22H32N3 in total. Source: the Open Molecules 2025 dataset; level of theory: ωB97M-V with the def2-TZVPD basis set.

For the energy, the calculation gives -27796.2775 eV. The net charge is +1. The value obtained for the orbital gap is 6.020 eV. The calculation puts the LUMO energy at -4.21 eV. Its largest force on an atom is 1.04 eV/Å.

CARTESIAN COORDINATES (ANGSTROEM)
1 C -0.37404 0.81599 3.50400
2 N -1.35516 0.94158 2.45421
3 C -2.24274 -0.22097 2.37642
4 C -3.66646 0.29417 2.13034
5 C -3.59492 1.83064 2.16170
6 C -2.12859 2.19517 2.46158
7 H 0.41075 1.57291 3.39069
8 H -0.81601 0.92451 4.52411
9 H 0.08903 -0.17859 3.42248
10 H -1.89789 -0.87815 1.56661
11 H -2.17562 -0.80531 3.30817
12 H -4.01130 -0.06544 1.16077
13 H -4.33585 -0.09329 2.90412
14 H -3.88378 2.25741 1.19608
15 H -4.25367 2.24935 2.93029
16 H -2.02929 2.71807 3.43036
17 H -1.72828 2.88068 1.69534
18 C 4.33592 -3.90851 2.50152
19 N 4.23629 -3.26251 1.20927
20 C 4.68264 -4.04014 0.06560
21 C 3.42505 -2.17592 1.01673
22 C 3.23494 -1.19744 2.03393
23 C 2.35596 -0.15417 1.85661
24 C 1.56058 -0.05411 0.66653
25 C 0.63109 0.99927 0.50950
26 C -0.12285 1.17865 -0.69132
27 C -0.07889 2.41028 -1.40688
28 C -0.64712 2.53063 -2.65820
29 C -1.43692 1.47874 -3.21017
30 N -2.10881 1.60705 -4.39264
31 C -1.93966 2.71453 -5.32395
32 C -2.94640 0.51022 -4.87158
33 C -1.51001 0.25141 -2.48784
34 C -0.84468 0.10336 -1.28486
35 C 1.82624 -0.99728 -0.38227
36 C 2.77456 -1.98789 -0.23126
37 H 4.06769 -3.20671 3.29100
38 H 3.67950 -4.79283 2.56520
39 H 5.36126 -4.25389 2.66476
40 H 5.07055 -3.36277 -0.70371
41 H 5.49105 -4.71265 0.37146
42 H 3.86247 -4.63381 -0.37291
43 H 3.83605 -1.26542 2.93924
44 H 2.28704 0.64517 2.60366
45 H 0.65450 1.81537 1.22177
46 H 0.51314 3.23374 -0.99930
47 H -0.48876 3.44457 -3.22714
48 H -1.41754 3.55764 -4.86544
49 H -1.36654 2.40049 -6.21295
50 H -2.92222 3.05304 -5.68543
51 H -3.58876 0.12984 -4.06359
52 H -3.58384 0.87834 -5.68392
53 H -2.34297 -0.33207 -5.25470
54 H -2.04510 -0.60492 -2.90586
55 H -0.81663 -0.87690 -0.80878
56 H 1.32603 -0.90521 -1.34275
57 H 2.98896 -2.65593 -1.06661

---

Entry 6:
A cluster of 3 separate species, H3O4PSi in total. Source: the Open Molecules 2025 dataset; level of theory: ωB97M-V with the def2-TZVPD basis set.

For the energy, the calculation gives -25404.7926 eV. The net charge is -2. The value obtained for the orbital gap is 5.114 eV. The calculation puts the LUMO energy at 4.14 eV. Its largest force on an atom is 2.69 eV/Å.

CARTESIAN COORDINATES (ANGSTROEM)
1 O 1.75523 -2.03486 -1.35055
2 O -0.68799 1.12941 5.57004
3 O 0.31190 3.37001 5.20440
4 O -0.83203 0.08666 -5.28545
5 Si 0.37557 -1.51163 -1.61344
6 P 0.32042 2.11641 6.02143
7 H -0.61928 -0.34084 -4.38771
8 H -0.44069 -2.61412 -2.20108
9 H -0.18314 -0.20104 -1.95763

---

Entry 7:
A cluster of 2 separate species, C6H13N5O7PS in total. Source: the Open Molecules 2025 dataset; level of theory: ωB97M-V with the def2-TZVPD basis set.

For the energy, the calculation gives -48333.8849 eV. The net charge is +1. The value obtained for the orbital gap is 9.334 eV. The calculation puts the LUMO energy at -3.65 eV. Its largest force on an atom is 1.84 eV/Å.

CARTESIAN COORDINATES (ANGSTROEM)
1 C -2.68554 -1.11026 0.53025
2 S -3.72804 -0.67484 -0.79216
3 O -4.00323 0.71932 -0.79002
4 O -4.82729 -1.58208 -0.86269
5 N -2.84803 -1.02436 -2.23101
6 C -1.53453 -0.98934 -2.45961
7 N -0.56658 -0.69587 -1.57561
8 C 0.56783 -0.80649 -2.24503
9 P 2.24882 -0.58235 -1.49888
10 N 2.96454 -1.94918 -1.42903
11 O 2.08516 0.16035 -0.14558
12 O 2.93778 0.52120 -2.38293
13 N 0.35027 -1.14293 -3.52134
14 N -0.98965 -1.26001 -3.66706
15 H -3.24364 -0.84189 1.41372
16 H -1.78843 -0.50334 0.49660
17 H -2.41272 -2.15306 0.49087
18 H -3.45588 -1.27275 -2.99510
19 H 2.41885 -2.72134 -1.78498
20 H 1.62258 -0.40932 0.50305
21 H 3.49399 0.07656 -3.03030
22 H 1.03069 -1.29209 -4.24639
23 H -1.44940 -1.49808 -4.52959
24 C 1.86563 2.03313 4.53820
25 C 1.31299 3.09029 3.60211
26 O 1.05527 2.32378 2.41023
27 C 0.90223 1.04467 2.76355
28 O 0.51081 0.18553 2.02352
29 O 1.23188 0.83919 4.04120
30 H 1.60634 2.19445 5.57954
31 H 2.94528 1.91390 4.44990
32 H 0.37132 3.51269 3.95247
33 H 2.01072 3.89449 3.39207

---

Entry 8:
A structure of composition C22H24N5NaSTe. Source: the Open Molecules 2025 dataset; level of theory: ωB97M-V with the def2-TZVPD basis set.

For the energy, the calculation gives -53197.6256 eV. The value obtained for the orbital gap is 6.309 eV. The calculation puts the LUMO energy at -0.71 eV. Its largest force on an atom is 0.17 eV/Å.

CARTESIAN COORDINATES (ANGSTROEM)
1 Na 0.06423 -0.93496 -0.05963
2 C 0.62738 -2.09010 2.25365
3 C 0.20133 -3.10718 1.37792
4 C -1.16608 -2.91116 1.10588
5 C -1.59476 -1.76909 1.81325
6 C -0.48622 -1.26715 2.52987
7 H 1.60908 -2.02025 2.70127
8 H 0.80919 -3.92602 1.02052
9 H -1.78784 -3.54870 0.49336
10 H -2.60669 -1.38326 1.84647
11 H -0.50176 -0.45454 3.24499
12 C -4.67880 -2.71659 -3.13730
13 C -4.33564 -2.23541 -1.88328
14 C -3.06655 -1.72148 -1.66251
15 C -2.15871 -1.67434 -2.71196
16 C -2.49455 -2.15509 -3.97467
17 C -3.75833 -2.68010 -4.17858
18 N -0.87536 -1.12924 -2.40532
19 N -0.23959 -0.73151 -3.38984
20 C 1.05768 -0.19982 -3.10067
21 C 1.65428 0.48619 -4.14773
22 C 2.92092 1.00963 -3.95172
23 C 3.54399 0.79980 -2.73287
24 C 2.86531 0.08465 -1.75705
25 N 1.63688 -0.39834 -1.92266
26 H -5.66520 -3.12947 -3.30568
27 H -5.05145 -2.26639 -1.07256
28 H -2.77190 -1.34551 -0.69186
29 H -1.76373 -2.12107 -4.76964
30 H -4.02894 -3.06675 -5.15253
31 H 1.11808 0.59574 -5.07907
32 H 3.41563 1.56075 -4.74050
33 H 4.53891 1.17397 -2.53623
34 H 3.33295 -0.11341 -0.79940
35 S -1.31870 1.56220 -0.68265
36 C -0.94116 2.37888 0.72260
37 N -1.20592 1.75771 1.92479
38 C -0.95946 2.31030 3.11841
39 C -0.44518 3.56865 3.17570
40 C -0.17573 4.17487 1.93512
41 N -0.39599 3.62318 0.76816
42 H -1.49478 0.78358 1.85505
43 H -1.18096 1.70259 3.98557
44 H -0.24047 4.05897 4.11392
45 H 0.26745 5.16630 1.91098
46 C 2.36467 0.58907 4.08144
47 Te 2.56983 0.85374 1.98073
48 C 3.80348 2.58956 2.13989
49 H 3.32758 0.35468 4.52706
50 H 1.67983 -0.24188 4.23941
51 H 1.95686 1.49521 4.52519
52 H 3.30234 3.35243 2.73213
53 H 3.96318 2.97225 1.13358
54 H 4.75940 2.33392 2.58899

---

- Among the records above, which one has the lowest largest force on an atom?
  C22H24N5NaSTe

---

- Which value of largest force on an atom does entry 8 give?
  0.17 eV/Å